Entry 1:
The following is a DFT calculation (wB97M-V/def2-TZVPD) of a cluster of 2 separate species, CH6Si3 in total at a distorted geometry.

Computed properties:
* molecular weight: 102.32 g/mol
* ΔE to the lowest compared entry with this formula, charge and spin: 79.3 kcal per mole
* frontier orbital gap (spin up / spin down): 6.58 / 6.49 eV
* LUMO (spin up / spin down): -1.6 / -2.0 eV

```
! wB97M-V def2-TZVPD RIJCOSX def2/J DEFGRID3
* xyz 0 1
C -3.83414 -0.39308 -0.34474
Si 4.09653 -0.19526 -0.99970
Si -4.55479 1.24437 -0.46351
Si 2.68049 0.00926 0.72423
H -3.91408 -0.90993 -1.31615
H -3.42190 -0.88801 0.55739
H 5.29224 -0.91356 -1.36384
H 4.20355 0.96410 -1.92050
H -3.96622 2.20833 0.39296
H 3.43358 -0.72205 1.78030
*
```

---

Entry 2:
The following is a DFT calculation (wB97M-V/def2-TZVPD) of a structure of composition C7H20O9V at a distorted geometry.

Computed properties:
* molecular weight: 299.17 g/mol
* ΔE to the lowest compared entry with this formula, charge and spin: 0.0 kcal per mole
* frontier orbital gap: 5.22 eV
* LUMO: 2.6 eV

```
! wB97M-V def2-TZVPD RIJCOSX def2/J DEFGRID3
* xyz -1 1
O -13.87195 -2.28988 19.07811
V -12.58249 -3.14955 18.63145
O -12.10614 -3.92131 19.96511
C -11.94854 -3.42752 16.04412
O -11.40771 -3.22145 14.96538
O -11.47651 -4.27414 16.77571
O -12.89457 -2.72992 16.41197
O -11.00953 -1.50417 18.73203
H -11.16061 -0.55899 18.72731
H -10.05714 -1.59483 18.76319
O -14.07565 -5.00413 18.23978
H -14.75264 -5.32115 18.83764
H -13.92522 -5.73392 17.63894
C -6.90085 -3.94843 20.14708
C -8.33773 -3.24039 20.13918
C -8.60851 -2.38470 21.37632
O -8.38556 -2.24722 19.10827
H -6.43904 -4.31916 19.23199
H -6.78176 -4.56168 21.04030
H -6.14403 -3.17922 20.30083
H -9.13705 -3.94806 19.91920
H -8.36648 -2.76522 22.36866
H -9.69687 -2.42756 21.41804
H -8.16651 -1.38858 21.35433
H -7.48491 -1.93041 19.00807
C -13.73400 0.91689 18.57492
C -12.48528 1.65271 18.36486
C -12.54602 3.08022 18.81112
O -11.43841 1.05261 19.10063
H -14.55685 1.62160 18.69493
H -13.80364 0.42004 19.54260
H -13.96781 0.15426 17.83208
H -12.20913 1.73702 17.31380
H -11.73166 3.69148 18.42220
H -12.56969 3.10545 19.90057
H -13.51059 3.43901 18.45195
H -10.67851 1.63613 19.04020
*
```

---

Entry 3:
The following is a DFT calculation (wB97M-V/def2-TZVPD) of a cluster of 2 separate species, CH5NP2 in total at a distorted geometry.

Computed properties:
* molecular weight: 93.01 g/mol
* expectation value of S²: 2.01
* ΔE to the lowest compared entry with this formula, charge and spin: 95.0 kcal per mole
* frontier orbital gap (spin up / spin down): 5.07 / 7.71 eV
* LUMO (spin up / spin down): 1.0 / -2.4 eV

```
! wB97M-V def2-TZVPD RIJCOSX def2/J DEFGRID3
* xyz 0 3
C 2.49376 0.59855 -0.19711
N 2.98268 1.40829 0.44007
P -1.05487 0.54602 0.43471
P -0.61110 -1.52728 -0.05549
H 3.52276 2.13191 0.92166
H -1.93455 0.69784 -0.66862
H 0.25761 0.84174 0.11981
H 0.06414 -1.86270 1.20721
H -1.89144 -2.01792 0.20398
*
```

---

Entry 4:
The following is a DFT calculation (wB97M-V/def2-TZVPD) of a cluster of 10 separate species, C21H40ClO23 in total at a distorted geometry.

Computed properties:
* molecular weight: 695.98 g/mol
* frontier orbital gap: 9.92 eV
* LUMO: 2.0 eV

```
! wB97M-V def2-TZVPD RIJCOSX def2/J DEFGRID3
* xyz -1 1
Cl -0.14443 0.80971 0.40474
O -1.20350 -0.09102 0.05042
O 0.28682 0.58666 1.76576
O 0.96352 0.67925 -0.52068
O -0.58923 2.19260 0.32445
C -0.08912 3.92485 -2.54941
C -0.87229 2.63514 -2.76955
O -1.45766 2.80558 -4.06553
C -1.33720 4.09601 -4.45000
O -1.83778 4.56050 -5.42657
O -0.57579 4.78820 -3.57431
H 0.98859 3.80068 -2.63912
H -0.32664 4.32688 -1.56601
H -1.64637 2.43894 -2.02887
H -0.24428 1.74481 -2.76896
C 0.25054 -3.96327 1.30539
C 0.10101 -3.25427 -0.04877
O -1.20319 -3.63180 -0.47113
C -1.70562 -4.59232 0.34332
O -2.69655 -5.20541 0.11967
O -0.85983 -4.84273 1.36667
H 0.26682 -3.24515 2.12524
H 1.17685 -4.52915 1.41341
H 0.82145 -3.67076 -0.75106
H 0.17392 -2.18043 0.09080
C 5.10584 1.03367 -2.90929
C 3.65950 1.46824 -2.68010
O 3.21995 1.87676 -3.97026
C 4.07848 1.38603 -4.90705
O 3.89228 1.45835 -6.07465
O 5.14725 0.82004 -4.32715
H 5.39498 0.12028 -2.40126
H 5.79715 1.84001 -2.66017
H 3.58769 2.24021 -1.91708
H 3.03312 0.63965 -2.33861
C -1.84004 -1.92146 3.21710
C -3.02668 -0.98123 3.03684
O -4.14657 -1.81307 3.39485
C -3.76338 -3.09090 3.53340
O -4.48715 -4.00863 3.74438
O -2.40905 -3.20141 3.45237
H -1.18963 -1.64368 4.04239
H -1.21336 -1.92472 2.32587
H -3.15255 -0.59302 2.02957
H -2.98935 -0.15172 3.73699
C 2.42417 1.05607 5.23103
C 2.17830 -0.24742 4.45330
O 0.78019 -0.46820 4.66882
C 0.18575 0.62763 5.18283
O -0.98327 0.74596 5.33913
O 1.12270 1.52947 5.53951
H 3.00080 1.79496 4.68123
H 2.95566 0.85434 6.16532
H 2.66282 -1.13534 4.85240
H 2.41879 -0.13486 3.39648
O -2.91346 2.12398 2.50618
H -2.04765 1.71336 2.40036
H -2.96333 2.73621 1.76674
C 0.26017 -1.51986 -2.84081
C -0.25290 -2.66858 -3.70304
O -1.48979 -2.33855 -4.33804
H 0.32789 -0.55280 -3.33964
H 1.26621 -1.75514 -2.48225
H -0.43489 -1.39422 -2.00955
H -0.37996 -3.55887 -3.08611
H 0.45057 -2.81851 -4.52452
H -2.21840 -2.57541 -3.75096
C -5.03980 -2.44582 -0.55087
C -3.94753 -1.65040 -1.22004
O -4.10606 -1.73052 -2.65028
H -5.13857 -3.41905 -1.03851
H -6.00745 -1.95365 -0.63604
H -4.79453 -2.63444 0.49465
H -2.93562 -1.93432 -0.93055
H -4.05524 -0.59421 -0.93833
H -3.65211 -0.97470 -3.03501
C 3.99047 4.12742 1.68270
C 2.96192 3.44603 0.79801
O 3.25546 2.04122 0.76656
H 3.79975 3.91857 2.73594
H 3.96323 5.20585 1.52105
H 4.99446 3.75663 1.46818
H 2.98614 3.87398 -0.20819
H 1.97438 3.56573 1.24949
H 2.46221 1.65054 0.37475
*
```

---

> Which formula does entry 3 have?

CH5NP2